1.
C17H21ClIrNO5SSe2 as an isolated structure. Source: the OMol25 dataset; level of theory: ωB97M-V/def2-TZVPD.

Each line ends with the natural charge from an NBO analysis.
Cartesian coordinates (Å):
1 Ir -0.1120 -0.3955 0.4753  0.719
2 O 0.4533 -2.1074 1.4794  -0.716
3 C -0.3261 -2.9977 2.2587  -0.053
4 C -1.8232 -2.6900 2.2527  -0.120
5 C -2.4107 -3.8358 3.1018  -0.046
6 O -3.8202 -3.6917 3.1751  -0.724
7 C -2.2209 -1.3801 2.9559  -0.559
8 Se -1.5035 0.3173 2.2425  -0.079
9 C -2.4784 -2.7820 0.8618  -0.564
10 Se -1.6333 -1.8230 -0.6486  0.029
11 H 1.4373 -2.2367 1.4417  0.553
12 H 0.0353 -2.9711 3.2913  0.187
13 H -0.1809 -4.0066 1.8601  0.186
14 H -1.9687 -3.8009 4.1046  0.165
15 H -2.1480 -4.7947 2.6399  0.164
16 H -4.1804 -4.4166 3.6928  0.476
17 H -1.9698 -1.4394 4.0161  0.215
18 H -3.3017 -1.2953 2.8819  0.234
19 H -3.5003 -2.4252 0.9532  0.231
20 H -2.5149 -3.8269 0.5490  0.217
21 Cl -1.9962 2.4027 -4.0460  0.036
22 C -1.2182 2.4695 -2.5063  -0.066
23 C -0.7544 3.6700 -1.9987  -0.170
24 C -0.1414 3.6544 -0.7596  -0.229
25 C -0.0130 2.4589 -0.0801  0.061
26 N -0.4649 1.3041 -0.5871  -0.388
27 C -1.0637 1.3030 -1.7826  0.043
28 H -0.8747 4.5848 -2.5620  0.238
29 H 0.2401 4.5611 -0.3134  0.237
30 H 0.4745 2.3980 0.8826  0.243
31 H -1.4311 0.3586 -2.1545  0.243
32 C 7.5528 0.4164 -3.4388  -0.630
33 C 6.3496 0.1921 -2.5653  0.001
34 C 6.1879 0.8909 -1.3743  -0.209
35 C 5.0658 0.7025 -0.5810  -0.196
36 C 4.0972 -0.1999 -0.9860  -0.283
37 C 4.2354 -0.9137 -2.1684  -0.179
38 C 5.3599 -0.7120 -2.9485  -0.219
39 S 2.6858 -0.4629 0.0307  2.370
40 O 1.5754 -0.7327 -0.9269  -0.992
41 O 2.4167 0.7551 0.7833  -0.990
42 O 2.9611 -1.6288 0.8729  -0.999
43 H 8.3167 0.9935 -2.9197  0.216
44 H 7.2778 0.9620 -4.3435  0.223
45 H 7.9933 -0.5312 -3.7506  0.221
46 H 6.9488 1.5961 -1.0623  0.211
47 H 4.9351 1.2547 0.3399  0.239
48 H 3.4640 -1.6086 -2.4709  0.237
49 H 5.4723 -1.2647 -3.8738  0.213

2.
A 9-piece molecular cluster, C62H72N15O23P2S overall in a non-equilibrium geometry. Source: the OMol25 dataset; level of theory: ωB97M-V/def2-TZVPD.

Each line ends with the Löwdin charge.
Cartesian coordinates (Å):
1 C 4.9736 2.3362 6.1262  -0.105
2 O 5.8234 1.2216 5.9138  -0.189
3 C 6.2567 1.1109 4.5670  -0.218
4 C 5.1673 0.4381 3.7104  -0.146
5 C 4.8998 1.1485 2.3500  -0.193
6 C 3.4156 1.4821 2.1291  -0.213
7 C 2.5738 0.2558 1.6886  -0.174
8 C 1.2070 0.1470 2.3923  -0.163
9 C 1.3147 0.0881 3.9187  -0.125
10 N 0.0462 0.4589 4.5867  0.015
11 C -0.7758 -0.6490 5.0617  -0.140
12 C -2.1589 -0.7847 4.3478  -0.186
13 C -2.3287 -2.2232 3.8569  -0.253
14 N -2.2264 -3.0596 5.0811  0.002
15 C -0.1767 1.7431 4.6456  -0.260
16 N 0.6590 2.6207 4.0852  0.198
17 C 0.1685 3.8235 4.2531  -0.296
18 P 1.0514 5.2884 3.6126  0.228
19 O 0.1176 5.9678 2.5028  -0.185
20 O 2.4602 4.8345 3.0111  -0.167
21 S 1.3750 6.4813 5.0835  0.422
22 N -0.9712 3.7237 4.9211  -0.049
23 C -1.7344 4.9276 5.1987  -0.146
24 O -1.5038 5.4915 6.4946  -0.133
25 N -0.5459 4.7619 7.2316  -0.025
26 O -0.1530 5.4067 8.1066  0.114
27 N -1.2458 2.4212 5.2500  0.065
28 P -2.6306 2.0018 6.1710  0.537
29 N -2.4586 0.8424 7.1544  -0.106
30 O -3.1307 3.3017 7.0200  -0.161
31 O -3.7859 1.8051 5.0842  -0.106
32 H 3.9402 1.9794 6.2484  0.076
33 H 5.2690 2.8141 7.0613  0.089
34 H 5.0037 3.0572 5.3047  0.086
35 H 6.5426 2.0930 4.1700  0.112
36 H 7.1718 0.5177 4.5814  0.124
37 H 5.4666 -0.5910 3.4997  0.111
38 H 4.2157 0.3838 4.2412  0.088
39 H 5.2837 0.5407 1.5277  0.106
40 H 5.4508 2.0937 2.3596  0.101
41 H 3.4026 2.2011 1.3006  0.095
42 H 3.0086 2.0072 2.9948  0.075
43 H 3.1464 -0.6702 1.7996  0.121
44 H 2.3963 0.3809 0.6193  0.087
45 H 0.6953 -0.7228 1.9745  0.116
46 H 0.6501 1.0399 2.0907  0.106
47 H 1.5860 -0.9402 4.1565  0.137
48 H 2.1520 0.6625 4.3038  0.094
49 H -0.2831 -1.5732 4.7601  0.108
50 H -0.8372 -0.7533 6.1408  0.110
51 H -2.9119 -0.6586 5.1245  0.071
52 H -2.2654 -0.0593 3.5387  0.112
53 H -1.5103 -2.5452 3.2090  0.110
54 H -3.3255 -2.4081 3.4503  0.103
55 H -2.7684 -3.9088 4.9883  0.070
56 H -2.5541 -2.5546 5.8951  0.063
57 H 0.2979 6.9249 2.5582  0.091
58 H 2.4703 5.0527 2.0605  0.105
59 H -1.5962 5.7055 4.4543  0.124
60 H -2.7939 4.6539 5.1542  0.125
61 H -2.6261 1.1167 8.1134  0.022
62 H -3.8088 2.9917 7.6410  0.106
63 H -4.4979 2.4451 5.2410  0.101
64 C 5.0524 3.7120 -2.6080  -0.053
65 C 5.1185 2.6786 -1.6823  -0.058
66 C 4.2003 1.6442 -1.7329  -0.010
67 C 3.2247 1.6552 -2.7162  -0.145
68 C 3.1427 2.6804 -3.6418  -0.002
69 C 4.0639 3.7137 -3.5835  -0.056
70 N 2.2640 0.5480 -2.7741  -0.336
71 O 2.3642 -0.3192 -1.9207  0.049
72 O 1.4278 0.5565 -3.6543  0.088
73 H 5.7743 4.5176 -2.5687  0.113
74 H 5.8898 2.6805 -0.9218  0.102
75 H 4.2540 0.8423 -1.0102  0.108
76 H 2.3757 2.6848 -4.4034  0.121
77 H 4.0124 4.5217 -4.3005  0.114
78 C -3.3289 4.0697 -3.3009  -0.066
79 C -2.5760 4.2263 -2.1447  -0.071
80 C -1.2866 4.7266 -2.2185  -0.012
81 C -0.7675 5.0689 -3.4544  -0.148
82 C -1.5033 4.9119 -4.6152  0.004
83 C -2.7914 4.4083 -4.5345  -0.055
84 N 0.5913 5.6217 -3.5367  -0.350
85 O 1.2271 5.7303 -2.5031  0.059
86 O 1.0054 5.9392 -4.6335  0.082
87 H -4.3380 3.6833 -3.2399  0.110
88 H -2.9969 3.9602 -1.1843  0.103
89 H -0.7028 4.8474 -1.3178  0.110
90 H -1.0886 5.1773 -5.5768  0.123
91 H -3.3781 4.2829 -5.4340  0.113
92 C 10.3945 -0.0678 -4.4785  -0.066
93 C 10.0203 -0.6345 -3.2675  -0.062
94 C 9.5883 0.1726 -2.2281  -0.005
95 C 9.5328 1.5424 -2.4181  -0.151
96 C 9.9092 2.1218 -3.6172  -0.003
97 C 10.3428 1.3087 -4.6514  -0.061
98 N 9.0526 2.3996 -1.3268  -0.353
99 O 8.7436 1.8637 -0.2775  0.062
100 O 8.9819 3.5961 -1.5342  0.070
101 H 10.7269 -0.7013 -5.2906  0.110
102 H 10.0631 -1.7069 -3.1347  0.110
103 H 9.2982 -0.2710 -1.2869  0.118
104 H 9.8675 3.1923 -3.7554  0.120
105 H 10.6377 1.7480 -5.5945  0.111
106 C -4.2053 6.2115 8.1626  -0.082
107 C -4.5276 5.7836 9.4443  -0.067
108 C -5.6114 6.3353 10.1094  0.002
109 C -6.3631 7.3091 9.4778  -0.141
110 C -6.0509 7.7511 8.2052  0.003
111 C -4.9645 7.1976 7.5465  -0.060
112 N -7.5287 7.8798 10.1712  -0.350
113 O -7.7634 7.4824 11.2949  0.088
114 O -8.1859 8.7096 9.5746  0.087
115 H -3.3615 5.7739 7.6436  0.064
116 H -3.9339 5.0169 9.9261  0.107
117 H -5.8597 6.0013 11.1064  0.123
118 H -6.6416 8.5161 7.7225  0.123
119 H -4.7114 7.5338 6.5494  0.107
120 C -7.7842 -3.2426 -0.8857  -0.067
121 C -6.6645 -4.0234 -1.1386  -0.058
122 C -5.8794 -4.4703 -0.0885  0.000
123 C -6.2305 -4.1304 1.2064  -0.151
124 C -7.3397 -3.3470 1.4732  -0.008
125 C -8.1189 -2.9016 0.4182  -0.066
126 N -5.4129 -4.6229 2.3222  -0.354
127 O -4.4346 -5.2918 2.0564  0.077
128 O -5.7624 -4.3349 3.4545  0.061
129 H -8.3992 -2.8995 -1.7077  0.109
130 H -6.4048 -4.2866 -2.1548  0.112
131 H -5.0088 -5.0780 -0.2883  0.121
132 H -7.6041 -3.0834 2.4869  0.118
133 H -8.9905 -2.2913 0.6121  0.109
134 C 2.0236 -2.8532 -5.3816  -0.060
135 C 1.4192 -3.5212 -6.4388  -0.066
136 C 0.1011 -3.9356 -6.3348  -0.015
137 C -0.5984 -3.6703 -5.1693  -0.147
138 C -0.0051 -3.0116 -4.1057  0.007
139 C 1.3132 -2.6026 -4.2147  -0.066
140 N -2.0032 -4.0849 -5.0588  -0.342
141 O -2.4953 -4.6807 -5.9990  0.057
142 O -2.5977 -3.8075 -4.0337  0.073
143 H 3.0521 -2.5258 -5.4679  0.109
144 H 1.9744 -3.7173 -7.3463  0.114
145 H -0.3627 -4.4550 -7.1625  0.101
146 H -0.5554 -2.8120 -3.1979  0.120
147 H 1.7845 -2.0862 -3.3923  0.076
148 C -6.4059 -6.5333 -9.6270  -0.071
149 C -5.6017 -6.3976 -8.5037  -0.063
150 C -4.3027 -5.9326 -8.6307  0.002
151 C -3.8266 -5.6043 -9.8889  -0.141
152 C -4.6151 -5.7413 -11.0182  -0.003
153 C -5.9115 -6.2093 -10.8830  -0.065
154 N -2.4587 -5.0878 -10.0332  -0.342
155 O -1.7778 -4.9942 -9.0288  0.061
156 O -2.0862 -4.7797 -11.1478  0.085
157 H -7.4220 -6.8920 -9.5234  0.107
158 H -5.9886 -6.6519 -7.5262  0.108
159 H -3.6845 -5.8291 -7.7508  0.095
160 H -4.2341 -5.4873 -11.9965  0.120
161 H -6.5387 -6.3186 -11.7573  0.109
162 C -0.2168 -7.5823 -5.3666  -0.059
163 C -0.6212 -8.9024 -5.2213  -0.060
164 C 0.3231 -9.9050 -5.0691  -0.002
165 C 1.6653 -9.5699 -5.0607  -0.147
166 C 2.0834 -8.2601 -5.2117  0.001
167 C 1.1343 -7.2627 -5.3658  -0.055
168 N 2.6695 -10.6277 -4.8753  -0.352
169 O 2.2712 -11.7707 -4.7643  0.080
170 O 3.8392 -10.2952 -4.8404  0.076
171 H -0.9576 -6.8001 -5.4809  0.090
172 H -1.6741 -9.1502 -5.2239  0.109
173 H 0.0059 -10.9314 -4.9562  0.120
174 H 3.1339 -8.0083 -5.2087  0.119
175 H 1.4466 -6.2335 -5.4822  0.091

Results
Net charge = +1

3.
One molecule with the formula C4H6N2 in a non-equilibrium geometry. Source: the OMol25 dataset; level of theory: ωB97M-V/def2-TZVPD.

Each line ends with the natural charge from an NBO analysis.
Cartesian coordinates (Å):
1 C 0.7323 1.2490 -0.5192  -0.591
2 C 0.2697 -0.2037 -0.3124  -0.398
3 C -1.1059 -0.2745 0.3319  0.144
4 N -1.4737 -1.2918 0.9877  -0.575
5 N 1.8518 -1.9933 0.7612  -0.306
6 C 1.1901 -1.1365 0.3527  0.292
7 H 0.1338 1.6722 -1.3353  0.217
8 H 0.5781 1.8772 0.3635  0.218
9 H 1.7847 1.3007 -0.8075  0.233
10 H -1.7246 0.6198 0.1671  0.159
11 H -2.4292 -1.1796 1.3271  0.345
12 H 0.1929 -0.6395 -1.3168  0.261

Results
SMILES string = [H]/N=C/[C@@H](C)C#N

The records above give, respectively, frontier orbital gap values of 7.26 7.29 11.41 eV.
The records above give, respectively, LUMO values of 0.000 -0.137 0.027 Eh.